1.
C26H37HgN5O8SSe2 as an isolated structure, computed with ωB97M-V/def2-TZVPD.

Structure (XYZ):
```
80
C26H37HgN5O8SSe2, DFT ωB97M-V/def2-TZVPD
Hg 0.50 1.13 0.17
C 3.37 3.02 0.93
C 3.88 1.60 0.92
O 2.84 0.66 1.21
C 2.79 0.17 2.54
C 2.38 1.23 3.55
O 1.19 1.82 3.09
C 0.89 3.05 3.74
C -0.21 3.75 2.99
O 0.06 3.84 1.60
C 1.01 4.82 1.23
C 1.67 4.38 -0.06
O 2.28 3.09 0.03
H 4.17 3.69 0.61
H 3.06 3.31 1.93
H 4.70 1.49 1.62
H 4.25 1.35 -0.08
H 3.76 -0.25 2.82
H 2.06 -0.63 2.52
H 3.16 1.99 3.66
H 2.24 0.76 4.53
H 1.80 3.66 3.78
H 0.58 2.87 4.78
H -0.38 4.74 3.43
H -1.14 3.18 3.07
H 1.75 4.98 2.02
H 0.51 5.78 1.06
H 2.42 5.12 -0.36
H 0.93 4.29 -0.85
Se -1.34 -0.36 -2.36
Se -1.42 2.35 -1.01
C -2.56 1.94 0.46
C -3.90 2.30 0.43
C -4.69 2.00 1.52
C -4.12 1.34 2.60
C -2.78 1.01 2.54
N -2.01 1.30 1.49
C 0.36 0.15 -3.06
C 0.60 -0.02 -4.43
C 1.83 0.32 -4.95
C 2.80 0.86 -4.10
C 2.47 1.01 -2.77
N 1.30 0.65 -2.25
H -4.31 2.81 -0.43
H -5.74 2.27 1.53
H -4.71 1.08 3.48
H -2.30 0.49 3.36
H -0.19 -0.40 -5.06
H 2.04 0.19 -6.00
H 3.77 1.16 -4.46
H 3.18 1.45 -2.07
C -4.09 -3.34 -3.16
C -3.72 -4.79 -2.91
S -2.95 -5.07 -1.33
O -3.56 -4.20 -0.34
O -2.88 -6.48 -1.08
C -1.28 -4.46 -1.56
C -0.54 -4.46 -0.22
N 0.27 -3.25 -0.07
C -0.16 -2.10 0.48
N 0.78 -1.15 0.39
C 1.84 -1.71 -0.26
C 1.53 -2.99 -0.56
N 2.35 -3.91 -1.31
O 1.86 -4.97 -1.64
O 3.46 -3.52 -1.60
C -1.50 -1.89 1.09
H -4.59 -3.26 -4.12
H -3.20 -2.70 -3.19
H -4.75 -2.97 -2.38
H -3.01 -5.18 -3.65
H -4.58 -5.46 -2.90
H -1.37 -3.45 -1.96
H -0.79 -5.10 -2.30
H 0.11 -5.32 -0.15
H -1.24 -4.49 0.61
H 2.74 -1.17 -0.49
H -2.16 -2.73 0.95
H -1.95 -1.02 0.62
H -1.40 -1.68 2.15
```

Properties
Multiplicity ... 2
Total energy ... -197085.697 eV
Total charge ... +1
Molar mass ... 938.19 g mol⁻¹

2.
C26H37N2OSSiY as an isolated structure, computed with ωB97M-V/def2-TZVPD.

Structure (XYZ):
```
69
C26H37N2OSSiY, DFT ωB97M-V/def2-TZVPD
Y -0.12 -0.24 0.48
C -0.74 -0.32 2.68
Si 0.74 -1.16 3.45
C 1.18 -2.55 2.19
N 1.15 -2.18 0.73
C 2.41 -1.51 0.28
C 3.31 -2.39 -0.59
C 3.34 -3.81 -0.04
C 1.93 -4.43 -0.06
C 0.85 -3.34 -0.14
C 2.14 0.09 3.54
C 3.49 -0.27 3.39
C 4.50 0.67 3.53
C 4.19 1.98 3.85
C 2.87 2.35 4.04
C 1.85 1.42 3.87
C 0.49 -2.05 5.06
C -0.65 -2.82 5.27
C -0.83 -3.52 6.45
C 0.15 -3.46 7.44
C 1.29 -2.69 7.25
C 1.46 -1.99 6.07
H -0.93 0.64 3.17
H -1.63 -0.94 2.87
H 0.40 -3.30 2.34
H 2.12 -3.05 2.44
H 2.94 -1.17 1.16
H 2.17 -0.59 -0.31
H 4.31 -1.95 -0.61
H 2.96 -2.40 -1.63
H 3.72 -3.78 0.99
H 4.03 -4.42 -0.61
H 1.77 -5.05 0.81
H 1.81 -5.08 -0.93
H -0.12 -3.74 0.16
H 0.75 -2.97 -1.16
H 3.76 -1.30 3.18
H 5.54 0.37 3.42
H 4.98 2.71 3.99
H 2.62 3.37 4.32
H 0.83 1.73 4.04
H -1.43 -2.87 4.52
H -1.72 -4.11 6.61
H 0.01 -4.00 8.37
H 2.04 -2.64 8.02
H 2.35 -1.39 5.93
C -2.98 -2.10 0.54
C -2.73 -1.91 -0.93
O -1.57 -1.05 -1.13
C -1.28 -0.84 -2.54
C 0.01 -0.08 -2.68
H -3.83 -2.76 0.68
H -3.21 -1.16 1.04
H -2.12 -2.58 1.03
H -3.58 -1.43 -1.43
H -2.52 -2.86 -1.44
H -2.12 -0.29 -2.97
H -1.22 -1.81 -3.02
H -0.03 0.91 -2.21
H 0.22 0.10 -3.73
H 0.86 -0.64 -2.28
S 1.21 4.42 0.00
C 2.54 3.52 0.56
C 2.21 2.21 0.68
N 0.91 1.92 0.32
C 0.28 3.02 -0.05
H 3.49 3.99 0.79
H 2.86 1.44 1.05
H -0.76 3.05 -0.36
```

Properties
Multiplicity ... 1
Energy relative to the best compared isomer or geometry (same formula, charge and spin) ... 6.3 kJ/mol
Total energy ... -52334.259 eV
Total charge ... +2
Molar mass ... 542.65 g mol⁻¹

3.
A 4-piece molecular cluster, C26H37NO13 overall in a non-equilibrium geometry, computed with ωB97M-V/def2-TZVPD.

Structure (XYZ):
```
77
C26H37NO13, DFT ωB97M-V/def2-TZVPD
C -3.71 -3.71 -1.60
N -3.75 -2.90 -2.85
C -3.65 -3.72 -4.08
C -2.26 -4.50 -4.27
C -2.19 -6.06 -4.45
O -3.39 -6.87 -4.40
C -0.85 -6.84 -4.68
C 0.54 -6.09 -4.71
C 0.46 -4.55 -4.51
C -0.89 -3.77 -4.30
C -0.72 -2.17 -4.11
O -1.50 -1.32 -4.59
C 0.61 -1.74 -3.29
C 0.52 -0.51 -2.26
C 1.39 -0.93 -0.95
O 1.29 -2.07 -0.40
C 1.83 -2.46 -3.46
C 1.85 -3.71 -4.48
O 2.83 -4.00 -5.20
H -3.32 -3.01 -0.76
H -2.98 -4.59 -1.62
H -4.78 -4.00 -1.29
H -3.09 -2.11 -2.84
H -3.81 -3.07 -5.02
H -4.53 -4.47 -4.08
H -3.99 -6.48 -3.71
H -0.81 -7.97 -4.85
H 1.53 -6.64 -4.88
H 0.84 0.49 -2.70
H -0.58 -0.48 -1.88
H 2.11 -0.19 -0.44
H 2.79 -2.21 -2.89
C 0.34 4.97 3.05
C 0.76 4.29 1.77
O 1.52 3.10 2.05
C 0.80 2.03 2.42
O -0.40 1.98 2.53
O 1.66 1.02 2.67
C 1.03 -0.16 3.18
H 1.20 5.16 3.70
H -0.16 5.92 2.84
H -0.35 4.35 3.63
H 1.42 4.95 1.20
H -0.09 4.06 1.13
H 0.22 -0.49 2.52
H 0.66 0.02 4.19
H 1.78 -0.95 3.22
C 4.17 10.06 -1.84
C 2.95 9.92 -0.95
O 2.89 8.60 -0.38
C 3.72 8.38 0.66
O 4.49 9.17 1.14
O 3.56 7.10 1.05
C 4.46 6.70 2.08
H 4.19 9.26 -2.60
H 4.16 11.03 -2.35
H 5.10 9.98 -1.27
H 2.05 10.04 -1.54
H 2.94 10.68 -0.16
H 4.41 7.38 2.93
H 5.48 6.64 1.69
H 4.16 5.70 2.42
C -4.54 -2.98 4.92
C -3.83 -4.19 5.49
O -3.02 -4.83 4.50
C -1.85 -4.23 4.24
O -1.43 -3.23 4.76
O -1.23 -4.93 3.27
C -0.01 -4.34 2.82
H -5.10 -3.25 4.02
H -5.23 -2.55 5.65
H -3.82 -2.21 4.63
H -4.58 -4.93 5.81
H -3.24 -3.94 6.37
H 0.67 -4.15 3.66
H -0.22 -3.42 2.28
H 0.48 -5.04 2.15
```

Properties
Multiplicity ... 1
Structure (SMILES) ... CNCc1c(O)ccc2c1C(=O)C(CC=O)=CC2=O.CCOC(=O)OC.CCOC(=O)OC.CCOC(=O)OC
Total energy ... -55662.598 eV
Molar mass ... 571.58 g mol⁻¹

4.
C26H37O6Tl as an isolated structure in a non-equilibrium geometry, computed with ωB97M-V/def2-TZVPD.

Structure (XYZ):
```
70
C26H37O6Tl, DFT ωB97M-V/def2-TZVPD
C -2.59 2.63 -1.78
C -1.22 2.32 -1.16
C -3.21 1.32 -2.27
C -2.15 0.21 -2.36
H -3.62 1.51 -3.27
H -4.06 1.05 -1.63
C -0.65 1.18 -1.95
H -1.37 2.02 -0.10
H -0.60 3.23 -1.19
C 0.83 0.79 -1.62
H -0.53 1.55 -3.00
H -1.92 0.00 -3.42
C -2.75 -1.04 -1.84
C -3.47 3.42 -0.82
C -2.53 3.65 -2.93
O -3.10 3.52 -4.00
O -3.26 3.51 0.38
O -4.50 4.03 -1.44
O -1.86 4.77 -2.63
C -2.05 5.77 -3.63
H -1.48 6.62 -3.29
H -3.12 6.00 -3.70
H -1.69 5.40 -4.60
C -5.28 4.81 -0.54
H -5.64 4.19 0.30
H -6.11 5.18 -1.13
H -4.70 5.64 -0.13
O 1.46 0.73 -0.30
H 1.43 1.58 -2.11
H 1.06 -0.17 -2.11
C -2.42 -2.34 -2.45
C -3.23 -1.00 -0.43
H -4.33 -1.05 -0.34
H -2.87 -0.07 0.04
H -2.83 -1.86 0.15
H -2.08 -3.04 -1.68
H -1.62 -2.22 -3.18
H -3.27 -2.83 -2.95
Tl 1.32 -1.19 0.59
C 4.84 -2.21 1.05
C 4.28 -1.83 -0.20
C 4.13 -0.41 -0.20
H 4.01 -2.50 -1.02
C 4.56 0.08 1.07
C 5.04 -1.03 1.82
H 5.48 -0.99 2.81
H 5.11 -3.22 1.36
H 3.77 0.21 -1.02
H 4.53 1.11 1.40
C 1.32 -1.54 3.94
C 2.67 -1.32 4.32
C 3.00 0.03 3.98
H 3.34 -2.05 4.78
C 1.86 0.63 3.40
C 0.81 -0.33 3.38
H -0.21 -0.17 3.04
H 0.76 -2.47 4.06
H 3.96 0.50 4.15
H 1.80 1.65 3.01
C 1.76 -5.16 3.26
C 2.23 -4.28 2.11
C 2.81 -5.14 1.01
O 1.26 -3.38 1.65
H 1.01 -5.88 2.90
H 1.34 -4.57 4.07
H 2.59 -5.73 3.69
H 3.06 -3.66 2.52
H 2.05 -5.86 0.67
H 3.14 -4.55 0.15
H 3.67 -5.71 1.37
```

Properties
Multiplicity ... 1
Total energy ... -44533.086 eV
Total charge ... -2
Molar mass ... 649.96 g mol⁻¹

5.
C26H38Br2InNO3PSi as an isolated structure in a non-equilibrium geometry, computed with ωB97M-V/def2-TZVPD.

Structure (XYZ):
```
73
C26H38Br2InNO3PSi, DFT ωB97M-V/def2-TZVPD
C 3.96 -1.66 3.89
C 4.24 -1.21 2.34
C 3.13 -0.13 1.94
C 3.50 1.40 2.40
C 2.52 -0.23 0.47
C 0.97 -0.09 0.35
C 0.27 -0.12 -1.11
C 1.07 -0.34 -2.41
C 2.63 -0.48 -2.32
C 3.36 -0.72 -3.71
C 2.57 -0.10 -4.99
N 3.12 0.95 -5.59
C 3.37 -0.41 -0.87
C 4.96 -0.56 -0.87
Br 5.96 0.84 0.12
C 5.45 -2.08 -0.56
C 6.59 -2.54 -1.65
Br 3.90 -3.32 -0.88
C -1.34 0.08 -1.21
O -2.05 -0.48 -2.06
C -1.89 1.13 -0.09
C -3.11 2.09 -0.52
C -4.53 1.29 -0.47
O -4.27 -0.10 -0.15
Si -5.65 -1.13 -0.48
C -4.98 -2.95 -0.38
C -6.38 -0.93 -2.24
C -6.97 -0.93 0.90
C -1.27 1.16 1.22
P -1.82 2.36 2.59
C -1.65 4.18 2.08
C -3.69 2.09 2.93
C -0.08 0.10 1.52
O -0.17 -0.53 2.60
H 4.38 -0.85 4.58
H 2.85 -1.90 4.07
H 4.58 -2.62 4.04
H 4.05 -2.15 1.73
H 5.32 -0.84 2.34
H 2.25 -0.38 2.66
H 4.57 1.38 2.83
H 2.81 1.77 3.25
H 3.43 2.14 1.52
H 0.47 -0.38 -3.38
H 3.44 -1.87 -3.86
H 4.41 -0.29 -3.80
H 1.56 -0.53 -5.36
H 2.53 1.26 -6.38
H 5.34 -0.39 -1.95
H 5.92 -2.19 0.47
H 7.62 -2.13 -1.39
H 6.62 -3.69 -1.66
H 6.21 -2.23 -2.69
H -3.23 2.99 0.17
H -2.95 2.51 -1.58
H -5.11 1.44 -1.45
H -5.18 1.74 0.37
H -5.45 -3.57 -1.22
H -5.16 -3.38 0.66
H -3.85 -2.87 -0.63
H -7.34 -0.30 -2.28
H -6.69 -1.99 -2.58
H -5.61 -0.56 -3.02
H -7.80 -0.17 0.65
H -7.40 -1.98 1.09
H -6.42 -0.53 1.83
H -2.49 4.76 2.64
H -1.79 4.39 0.96
H -0.65 4.65 2.43
H -4.01 1.00 2.78
H -4.36 2.75 2.26
H -3.95 2.35 4.03
In -0.62 6.06 3.10
```

Properties
Multiplicity ... 1
Total energy ... -197593.951 eV
Total charge ... +3
Molar mass ... 746.28 g mol⁻¹

6.
C26H38BrNOP2Pt as an isolated structure in a non-equilibrium geometry, computed with ωB97M-V/def2-TZVPD.

Structure (XYZ):
```
70
C26H38BrNOP2Pt, DFT ωB97M-V/def2-TZVPD
C 1.40 -5.44 2.46
C 0.38 -4.88 1.60
C -0.71 -5.73 1.28
C -0.75 -7.03 1.80
N 0.20 -7.51 2.59
C 1.25 -6.76 2.92
C 0.42 -3.54 1.03
C 0.73 -2.43 0.51
C 1.79 -1.53 0.08
C 2.32 -0.72 1.16
C 3.21 0.30 0.84
C 3.47 0.62 -0.53
C 3.17 -0.39 -1.50
C 2.32 -1.44 -1.25
Pt 0.11 -0.23 0.16
P -0.33 1.77 1.33
H -1.49 -5.39 0.62
H 2.29 -4.88 2.74
H -1.59 -7.68 1.55
H 2.01 -7.20 3.57
H 2.00 -2.13 -2.03
H 2.08 -1.04 2.17
H 3.57 -0.30 -2.53
H 3.73 0.83 1.60
C -0.28 3.57 0.76
C -1.25 4.61 1.30
H -0.31 3.53 -0.34
H 0.76 3.87 0.98
H -0.86 5.59 1.00
H -2.25 4.49 0.85
H -1.34 4.62 2.39
C -2.01 1.48 2.01
C -2.07 0.85 3.40
H -2.50 0.80 1.30
H -2.56 2.43 1.97
H -2.99 0.25 3.48
H -1.24 0.16 3.59
H -2.07 1.61 4.18
C 0.90 2.01 2.67
C 0.55 3.05 3.72
H 1.81 2.31 2.14
H 1.10 1.02 3.09
H 1.28 2.98 4.53
H 0.58 4.06 3.31
H -0.45 2.90 4.15
Br 3.89 2.09 -2.71
P -0.55 0.24 -1.87
C -1.46 1.89 -1.90
C -2.54 2.13 -2.95
H -0.66 2.64 -2.06
H -1.84 2.08 -0.88
H -3.36 2.71 -2.53
H -2.15 2.74 -3.77
H -2.94 1.19 -3.37
C 0.53 0.62 -3.32
C -0.14 0.91 -4.66
H 1.20 -0.24 -3.42
H 1.18 1.45 -2.98
H 0.54 1.45 -5.31
H -0.43 -0.01 -5.17
H -1.04 1.54 -4.63
C -1.06 -1.52 -2.32
C -2.32 -1.55 -3.16
H -1.15 -2.07 -1.37
H -0.21 -1.97 -2.85
H -2.64 -2.58 -3.32
H -3.13 -1.01 -2.67
H -2.15 -1.11 -4.14
O 2.79 2.92 -0.29
C 3.27 2.01 -0.92
```

Properties
Multiplicity ... 3
Energy relative to the best compared isomer or geometry (same formula, charge and spin) ... 156.2 kJ/mol
Total energy ... -122962.926 eV
Total charge ... +2
Molar mass ... 717.53 g mol⁻¹